[1]
Below is a 14-piece molecular cluster, C27H77N28O17PS2 overall at a distorted geometry, with properties calculated with ωB97M-V/def2-TZVPD.

The geometry in XYZ format:
```
152
Properties=species:S:1:pos:R:3:forces:R:3
C 4.7534 -1.8508 0.4307 -0.8 0.8 -1.4
C 3.8942 -1.1466 -0.4737 0.4 -1.1 0.8
C 2.3046 -1.2851 -0.5216 0.8 -0.3 -0.2
C 1.8191 0.2216 -0.6921 -1.0 0.4 -0.5
C 0.8200 0.5230 -1.8909 -1.1 0.9 0.1
C -0.6784 0.8283 -1.3508 0.8 -1.0 0.1
S -1.9118 0.8615 -2.7665 -0.3 -0.8 0.6
C -2.7257 -0.8213 -2.8413 0.6 -0.9 0.1
S -2.4869 -1.6779 -4.2768 -0.3 1.0 1.8
N -3.4914 -1.3064 -1.6975 0.2 0.0 -2.8
C -3.8902 -2.7318 -1.8458 -0.9 -1.1 1.1
C -4.4116 -3.2951 -0.4188 0.5 0.1 -0.5
C -4.7586 -0.4572 -1.6355 0.3 1.4 0.8
C -4.5866 0.6090 -0.4480 -0.8 -0.3 -0.7
C 1.5657 -1.7040 0.8621 0.7 -0.6 -1.0
O 2.0198 -1.7561 2.0090 -1.8 0.2 -3.1
N 0.2060 -2.0559 0.3864 1.0 -1.6 1.2
C 0.1434 -2.5840 -1.0396 1.6 1.1 0.3
C 1.7159 -2.4698 -1.4071 -0.9 -1.3 0.3
P 2.2648 -2.7219 -3.1779 3.9 -0.9 -1.7
O 3.7307 -2.2963 -3.4069 -3.8 -0.3 0.6
O 1.2214 -2.0995 -4.3501 1.3 -0.4 2.0
O 2.2599 -4.4231 -3.4227 -1.7 3.0 1.4
H 5.0147 -2.9370 0.1970 -1.8 0.8 1.7
H 5.1656 -1.2647 1.3178 1.1 -0.8 -2.3
H 4.3518 -0.4176 -1.2215 -1.1 0.4 2.1
H 2.7069 0.9132 -0.7804 -1.1 -1.1 0.2
H 1.2779 0.5351 0.2710 0.9 -0.3 -1.3
H 0.7012 -0.2980 -2.6602 0.5 1.0 0.8
H 1.1503 1.5000 -2.3920 -0.3 -1.5 0.4
H -0.6859 1.8202 -0.8098 -0.4 -1.3 -0.6
H -1.0088 -0.0232 -0.6786 0.3 1.3 -0.5
H -3.0333 -3.4162 -2.1503 -1.0 1.3 0.1
H -4.7688 -2.8024 -2.5755 1.4 -0.2 0.6
H -5.5435 -3.3223 -0.3455 1.4 0.2 0.0
H -3.9664 -2.6585 0.4161 -0.7 -0.9 -1.0
H -4.0353 -4.3651 -0.3319 -0.5 1.3 0.1
H -4.8313 0.0464 -2.6634 -0.4 -0.6 1.5
H -5.6833 -1.0996 -1.4694 1.4 0.6 -0.2
H -5.5996 0.7693 0.0593 1.5 -0.1 -0.6
H -3.8193 0.2423 0.3076 -1.1 0.5 -1.1
H -4.2246 1.5834 -0.8947 -0.4 -1.2 0.7
H -0.0714 -2.9032 0.9115 -0.1 1.2 0.4
H -0.2476 -3.6384 -0.9128 0.6 1.2 -0.8
H -0.4730 -1.9300 -1.7359 0.6 -0.9 1.1
H 2.1614 -3.3986 -0.8877 -0.4 1.1 -0.9
H 1.4839 -1.1622 -4.5068 -0.2 -0.9 0.1
H 1.6645 -4.7787 -2.7144 0.6 -0.2 -0.8
C 0.1488 -6.5834 0.2886 -0.2 -0.5 0.1
O 0.6633 -5.7192 -0.4166 0.0 0.5 -0.2
N 0.0554 -6.4666 1.6371 0.1 0.6 0.3
N -0.3682 -7.7223 -0.2257 0.0 -0.2 -0.5
H -0.3607 -7.1605 2.2296 0.1 0.0 -0.1
H 0.4316 -5.6306 2.0547 0.0 -0.2 0.1
H -0.3136 -7.8390 -1.2300 0.0 0.0 -0.1
H -0.7952 -8.4422 0.3269 0.1 0.1 0.1
C -1.2440 -6.8257 -3.7791 0.1 0.2 0.1
O -0.4445 -7.6150 -3.2924 -0.1 -0.2 0.1
N -1.9612 -7.1055 -4.8961 -0.2 -0.4 -0.4
N -1.4788 -5.6030 -3.2408 0.1 0.3 0.5
H -2.6201 -6.4721 -5.3102 0.1 0.0 0.0
H -1.8126 -8.0039 -5.3234 0.0 0.1 0.0
H -0.9620 -5.3609 -2.4089 0.0 -0.1 -0.1
H -2.1284 -4.9384 -3.6224 0.1 0.0 -0.1
C 4.0108 3.0685 1.1297 -0.1 -0.2 0.1
O 3.1261 2.2719 0.8445 0.1 0.3 0.1
N 4.0469 4.3344 0.6427 -0.2 0.6 -0.4
N 5.0366 2.7517 1.9608 0.3 -0.5 0.3
H 4.7681 4.9998 0.8678 0.1 0.0 0.1
H 3.3046 4.6087 0.0226 0.1 -0.1 0.1
H 5.0481 1.8176 2.3444 0.1 0.0 -0.1
H 5.7720 3.3898 2.2072 -0.1 0.1 -0.1
C 1.4288 -3.5290 5.4613 -0.1 0.3 0.1
O 1.7363 -4.6624 5.1063 -0.1 -0.1 0.0
N 1.2203 -3.2028 6.7625 0.3 -0.4 0.4
N 1.2711 -2.5067 4.5832 -0.1 -0.3 -0.4
H 0.9681 -2.2834 7.0730 0.0 -0.1 -0.1
H 1.3283 -3.9381 7.4473 -0.2 0.3 0.0
H 1.4185 -2.7106 3.6049 0.1 0.4 0.2
H 1.0196 -1.5739 4.8521 0.0 -0.1 0.0
C 8.1378 0.3895 -0.6057 -0.2 0.1 0.1
O 8.9357 0.5578 0.3103 0.0 -0.2 0.1
N 6.9697 1.0715 -0.6913 -0.1 0.5 0.2
N 8.3554 -0.4947 -1.6118 0.4 -0.4 -0.3
H 6.3035 0.9477 -1.4312 0.0 -0.1 0.1
H 6.7709 1.7361 0.0383 -0.1 -0.2 0.0
H 9.2121 -1.0206 -1.5828 -0.1 0.1 0.0
H 7.7151 -0.6481 -2.3694 0.0 0.0 0.1
C -3.7667 1.8060 -6.8397 -0.1 -0.2 0.0
O -4.6351 0.9884 -7.1102 0.1 0.1 0.1
N -3.7636 3.0658 -7.3479 -0.4 0.4 -0.3
N -2.7306 1.5248 -6.0074 0.2 -0.4 0.3
H -3.0613 3.7501 -7.1385 0.0 -0.1 0.0
H -4.5176 3.3134 -7.9715 0.2 0.0 -0.1
H -2.6956 0.6002 -5.6053 0.1 0.1 0.0
H -2.0096 2.1815 -5.7736 -0.1 0.0 0.0
C -2.8473 3.4130 0.9345 -0.1 -0.5 0.4
O -2.5135 2.2827 0.6100 0.2 0.4 0.1
N -3.0429 3.7793 2.2239 0.0 -0.1 0.2
N -3.0514 4.4042 0.0242 0.1 0.4 -0.7
H -3.3158 4.7037 2.5093 0.2 0.0 0.2
H -2.9019 3.0741 2.9272 0.0 0.1 -0.1
H -2.9163 4.1714 -0.9456 -0.1 0.0 0.1
H -3.3261 5.3383 0.2675 -0.1 -0.1 0.0
C -0.0158 -5.3847 9.8318 0.1 0.1 -0.2
O 0.5060 -4.5251 9.1372 0.0 -0.1 0.3
N -0.1236 -5.2696 11.1801 0.1 0.3 0.5
N -0.5318 -6.5272 9.3139 -0.1 -0.3 -0.5
H -0.5478 -5.9629 11.7679 0.0 0.0 -0.1
H 0.2484 -4.4348 11.6001 -0.1 -0.1 -0.1
H -0.4698 -6.6475 8.3164 0.0 0.0 0.1
H -0.9641 -7.2452 9.8650 0.0 0.1 0.0
C 6.9135 -0.9354 3.5194 0.2 0.0 -0.2
O 6.0634 -0.5160 2.7443 0.0 0.5 0.5
N 6.6452 -1.2155 4.8205 -0.5 0.1 0.5
N 8.1932 -1.1535 3.1371 0.3 0.0 -0.5
H 7.3276 -1.5598 5.4699 0.0 0.0 -0.1
H 5.7018 -1.0650 5.1372 0.1 -0.1 -0.1
H 8.4217 -0.9542 2.1745 0.1 0.2 0.0
H 8.9107 -1.4953 3.7488 -0.1 0.0 0.0
C -8.2212 2.2667 0.9202 0.4 -0.2 0.2
O -7.2539 1.7689 1.4739 -0.2 0.1 0.0
N -8.9138 3.3078 1.4523 -0.2 0.5 0.4
N -8.6887 1.8235 -0.2757 -0.1 -0.4 -0.5
H -9.7107 3.7312 1.0142 0.1 -0.1 0.0
H -8.5970 3.6638 2.3381 0.0 -0.1 -0.1
H -8.2011 1.0533 -0.7016 -0.1 0.1 0.0
H -9.4811 2.2183 -0.7473 0.1 0.0 0.0
C -5.8880 4.9964 -10.4936 0.2 -0.3 0.1
O -5.0732 4.2419 -9.9843 -0.1 0.1 0.0
N -6.6025 4.6618 -11.5977 -0.2 -0.4 -0.5
N -6.1492 6.2343 -9.9991 0.1 0.5 0.4
H -7.2758 5.2654 -12.0318 0.1 0.0 0.1
H -6.4362 3.7515 -11.9927 0.0 0.1 0.1
H -5.6384 6.5181 -9.1805 -0.1 0.0 -0.1
H -6.8138 6.8684 -10.4023 0.0 -0.1 0.0
C 6.1951 6.8327 2.9594 0.0 -0.1 -0.1
O 6.2354 6.3002 1.8581 -0.1 -0.1 0.0
N 5.4741 7.9565 3.2016 -0.4 0.4 -0.2
N 6.8676 6.3454 4.0314 0.3 -0.4 0.2
H 5.4278 8.4088 4.0958 0.0 -0.1 0.0
H 4.9618 8.3478 2.4294 0.1 0.0 0.1
H 7.4144 5.5124 3.8903 0.0 0.1 0.0
H 6.8482 6.7662 4.9418 0.0 0.0 -0.1
C -1.3740 6.7587 3.5112 -0.1 -0.2 0.0
O -2.3016 6.0672 3.9064 -0.1 0.2 0.0
N -0.6663 6.4601 2.3923 0.0 -0.3 -0.5
N -0.9728 7.8831 4.1577 -0.1 0.4 0.5
H 0.0980 7.0124 2.0505 0.0 0.0 0.1
H -0.9349 5.6308 1.8864 0.1 0.0 0.1
H -1.4745 8.1360 4.9922 0.1 0.0 -0.1
H -0.2147 8.4637 3.8506 0.0 -0.1 0.0
```
Positions in Å, forces in eV/Å.

## Properties
**Orbital gap**: 6.04 eV
**Multiplicity**: 1
**Max |F|**: 4.38 eV/A
**E_HOMO**: -6.07 eV

=====

[2]
Below is one molecule with the formula C3H4FNO2 at a distorted geometry, with properties calculated with ωB97M-V/def2-TZVPD.

The geometry in XYZ format:
```
11
Properties=species:S:1:pos:R:3:forces:R:3
F -2.6192 0.7738 0.0523 -0.5 0.3 -0.6
C -1.7892 -0.2953 -0.0418 1.4 0.2 -1.4
C -0.3468 0.1947 -0.2446 -0.6 1.9 1.1
N 0.0645 1.4249 -0.2117 -0.1 -2.2 0.4
O 1.4868 1.2815 -0.0439 0.3 0.4 -0.6
C 1.8071 -0.0883 0.1175 0.0 -0.1 0.2
O 0.5932 -0.7473 -0.2110 0.1 -1.1 0.2
H -1.9793 -0.9634 -0.9196 -0.5 0.5 0.7
H -1.8983 -0.8130 0.8965 0.4 -0.6 0.2
H 2.5831 -0.4726 -0.5706 -0.3 0.6 0.2
H 2.0980 -0.2949 1.1768 -0.3 0.1 -0.6
```
Positions in Å, forces in eV/Å.

## Properties
**Orbital gap**: 10.00 eV
**SMILES**: FCC1=NOCO1
**Multiplicity**: 1
**Max |F|**: 2.27 eV/A
**E_HOMO**: -9.25 eV

=====

[3]
Below is one molecule with the formula C3H3N3O2 at a distorted geometry, with properties calculated with ωB97M-V/def2-TZVPD.

The geometry in XYZ format:
```
11
Properties=species:S:1:pos:R:3:forces:R:3
O 1.4391 0.7758 3.0029 -0.2 0.3 0.8
N 1.7032 0.4881 1.8687 -1.7 -0.4 -1.0
O 2.7901 0.3642 1.3886 2.1 -0.1 -0.5
C 0.6104 0.2166 0.9561 -1.1 1.2 2.1
C -0.7419 0.2918 1.2253 1.8 -1.3 -2.2
N -1.4086 -0.0694 0.1023 0.0 0.6 -1.1
C -0.5076 -0.2007 -0.8491 0.5 -0.3 -0.5
N 0.7788 -0.0006 -0.3571 -1.8 -0.6 -0.5
H -1.2693 0.5287 2.0647 -0.9 0.5 2.3
H -0.7258 -0.4308 -1.9227 0.4 0.2 1.3
H 1.6518 -0.2607 -0.7440 0.7 -0.1 -0.6
```
Positions in Å, forces in eV/Å.

## Properties
**Orbital gap**: 9.49 eV
**SMILES**: O=[N+]([O-])c1cnc[nH]1
**Multiplicity**: 1
**Max |F|**: 3.12 eV/A
**E_HOMO**: -9.87 eV

=====

[4]
Below is a 3-piece molecular cluster, C5H12O4 overall, with properties calculated with ωB97M-V/def2-TZVPD.

The geometry in XYZ format:
```
21
Properties=species:S:1:pos:R:3:forces:R:3
O 1.5799 2.1133 -1.5020 0.1 -0.2 -0.1
C 1.2040 0.9763 -1.3668 -0.4 0.1 -0.2
C -0.2547 0.6491 -1.1192 0.1 -0.5 0.3
C -0.5962 -0.8163 -0.7749 0.0 0.1 -0.1
C -0.3363 -1.2547 0.6732 -0.3 0.5 -0.1
C 1.0792 -1.6708 0.9990 -0.4 0.0 0.6
O 1.4556 -1.8261 2.1343 0.1 0.0 -0.3
H 1.8986 0.1186 -1.4671 0.0 0.1 0.0
H -0.5826 1.3022 -0.3088 0.0 0.2 -0.1
H -0.7905 0.9618 -2.0202 0.0 0.0 0.0
H -1.6579 -0.9707 -0.9694 0.1 0.1 -0.1
H -0.0699 -1.4910 -1.4564 0.1 0.0 0.0
H -0.6382 -0.4746 1.3820 0.3 0.1 0.0
H -1.0290 -2.0561 0.9542 0.3 -0.3 -0.2
H 1.7568 -1.8585 0.1484 0.1 0.0 -0.1
O -3.3954 0.3472 0.2355 0.6 -0.4 0.2
H -3.9048 1.1332 0.0925 -0.6 0.6 -0.2
H -2.6107 0.6712 0.6935 -0.1 -0.1 0.0
O 2.0480 1.1749 1.0400 -0.3 0.4 -0.7
H 2.4183 2.0265 0.7551 -0.1 -0.4 0.2
H 2.4258 0.9447 1.8770 0.4 -0.1 0.8
```
Positions in Å, forces in eV/Å.

## Properties
**Orbital gap**: 10.45 eV
**SMILES**: O=CCCCC=O.O.O
**Multiplicity**: 1
**Max |F|**: 0.87 eV/A
**E_HOMO**: -9.82 eV